Record 1
21
Properties=species:S:1:pos:R:3 method="wB97M-V/def2-TZVPD" homo_lumo_gap_ev=10.417 total_energy_ev=-16610.852 smiles="CB(O)NC(=O)O.NC(N)=O" lumo_energy_ha=0.0065 homo_ev=-10.24
C -0.14 0.43 1.12
B -1.30 1.52 0.70
O -0.91 2.97 0.70
N -2.72 1.21 0.27
C -3.73 1.39 1.39
O -3.68 2.29 2.37
O -4.93 0.49 1.36
H -0.70 -0.56 1.43
H 0.45 0.18 0.11
H 0.59 0.79 1.96
H -0.97 3.21 -0.29
H -2.77 0.23 -0.14
H -4.98 0.18 0.40
C 3.04 -1.56 -1.00
O 2.61 -1.00 0.00
N 3.99 -1.02 -1.78
N 2.60 -2.76 -1.40
H 4.36 -1.46 -2.61
H 4.35 -0.11 -1.51
H 1.89 -3.20 -0.84
H 2.95 -3.24 -2.22



Record 2
18
Properties=species:S:1:pos:R:3 method="wB97M-V/def2-TZVPD" homo_lumo_gap_ev=8.185 total_energy_ev=-38898.280 smiles="CCCNNP=S.Cl" lumo_energy_ha=-0.0211 homo_ev=-8.76
C 0.18 -0.79 1.26
C 1.14 0.08 0.47
C 0.82 0.44 -1.03
N 0.05 1.58 -1.41
N -1.24 1.42 -0.94
P -2.10 2.37 0.12
S -3.79 1.42 0.46
Cl -3.76 -2.56 -0.38
H -0.16 -1.54 0.65
H 0.58 -1.39 2.13
H -0.74 -0.15 1.63
H 2.07 -0.65 0.49
H 1.30 1.06 0.90
H 1.81 0.60 -1.66
H 0.40 -0.52 -1.28
H 0.36 2.51 -1.13
H -1.87 0.70 -1.34
H -4.41 -1.59 0.32



Record 3
17
Properties=species:S:1:pos:R:3 method="wB97M-V/def2-TZVPD" homo_lumo_gap_ev=7.647 total_energy_ev=-31574.478 smiles="CC(C)N=[SiH2].SI" lumo_energy_ha=-0.0394 homo_ev=-8.72
C 2.22 -0.16 -0.11
C 0.45 0.18 1.78
C 0.93 0.44 0.32
N -0.11 0.10 -0.75
Si -0.82 -1.08 -1.52
S -3.29 1.82 -0.42
I -3.78 -0.41 0.41
H 2.79 -0.64 0.66
H 2.03 -1.02 -0.78
H 2.97 0.51 -0.64
H -0.57 0.74 2.02
H 1.11 0.61 2.49
H 0.32 -0.88 2.04
H 1.06 1.51 0.28
H -2.87 1.64 -1.66
H -1.32 -0.81 -2.91
H -1.11 -2.54 -1.22



Record 4
19
Properties=species:S:1:pos:R:3 method="wB97M-V/def2-TZVPD" homo_lumo_gap_ev=3.075 total_energy_ev=-17533.086 lumo_energy_ha=-0.6655 total_charge=+3 homo_ev=-21.18
In 0.07 -0.11 -0.32
C 2.86 2.20 0.99
C 3.69 0.87 0.89
O 3.15 0.00 -0.05
O 1.52 1.86 1.13
H 3.01 2.70 0.02
H 3.18 2.83 1.82
H 3.76 0.35 1.87
H 4.72 1.13 0.60
H 3.83 -0.30 -0.69
H 1.05 2.40 1.80
C -3.44 -1.50 -1.01
O -2.46 -0.71 -1.15
N -3.60 -2.59 -1.79
N -4.46 -1.13 -0.18
H -2.92 -2.76 -2.52
H -4.39 -3.22 -1.76
H -5.30 -1.69 -0.08
H -4.29 -0.35 0.44



Record 5
14
Properties=species:S:1:pos:R:3 method="wB97M-V/def2-TZVPD" homo_lumo_gap_ev=10.391 total_energy_ev=-4753.331 lumo_energy_ha=-0.1411 total_charge=+1 homo_ev=-14.23
C 2.31 -0.19 0.10
C -2.01 -0.03 0.13
C 0.28 0.14 -0.76
N -0.55 0.09 0.39
H 2.53 -1.24 0.27
H 2.79 0.36 -0.72
H 2.05 0.42 0.89
H -2.20 -0.81 -0.57
H -2.65 -0.17 1.10
H -2.47 0.93 -0.25
H 0.12 -0.69 -1.41
H 0.63 1.05 -1.25
H -0.44 0.80 1.10
H -0.38 -0.66 0.97



Record 6
14
Properties=species:S:1:pos:R:3 method="wB97M-V/def2-TZVPD" homo_lumo_gap_ev=11.163 total_energy_ev=-4755.434 lumo_energy_ha=-0.1994 total_charge=+1 homo_ev=-16.59
C -1.30 -1.89 1.43
H -1.98 -2.64 1.78
H -1.21 -1.80 0.34
H -0.32 -2.13 1.83
H -1.57 -0.91 1.82
C 0.50 0.67 -1.86
C 0.66 1.39 0.48
N 1.06 1.45 -0.72
H 0.03 1.34 -2.57
H -0.21 0.01 -1.37
H 1.29 0.03 -2.25
H -0.11 0.69 0.79
H 1.21 1.90 1.26
H 1.95 1.88 -0.96



Record 7
15
Properties=species:S:1:pos:R:3 method="wB97M-V/def2-TZVPD" homo_lumo_gap_ev="3.146 / 10.056" multiplicity=2 total_energy_ev=-6251.113 lumo_energy_ha="0.1671 / 0.1626" total_charge=-1 homo_ev="1.40 / -5.63"
N 0.32 1.36 0.87
C -0.19 0.02 0.41
C -1.73 -0.07 0.15
C 0.63 -0.56 -0.91
N 2.12 -0.70 -0.67
H 0.29 2.05 0.13
H -0.37 1.70 1.59
H 0.11 -0.63 1.26
H -2.20 -1.11 0.25
H -2.30 0.59 0.84
H -1.92 0.24 -0.94
H 0.38 0.17 -1.70
H 0.23 -1.57 -1.15
H 2.21 -1.63 -0.12
H 2.43 0.14 -0.02



Record 8
15
Properties=species:S:1:pos:R:3 method="wB97M-V/def2-TZVPD" homo_lumo_gap_ev=9.969 total_energy_ev=-6250.406 smiles="C=N.CNC" lumo_energy_ha=0.0392 homo_ev=-8.90
C 2.73 -0.19 0.99
N 2.20 0.44 0.04
H 3.85 -0.44 0.84
H 2.12 -0.39 2.04
H 1.24 0.77 0.00
C -1.67 1.16 -0.44
N -0.96 0.08 0.37
C -0.74 -1.17 -0.62
H -2.09 0.81 -1.40
H -2.47 1.66 0.10
H -0.82 1.90 -0.62
H -1.58 -0.35 1.26
H -1.65 -1.48 -1.02
H -0.08 -1.83 -0.10
H -0.08 -0.97 -1.44



Record 9
15
Properties=species:S:1:pos:R:3 method="wB97M-V/def2-TZVPD" homo_lumo_gap_ev=9.760 total_energy_ev=-6250.510 smiles="C=NC.CN" lumo_energy_ha=0.0280 homo_ev=-9.00
C -2.62 1.43 -1.47
N -2.57 0.44 -0.37
H -1.95 2.19 -1.22
H -3.58 2.00 -1.55
H -2.28 1.00 -2.51
H -1.99 -0.39 -0.69
H -3.51 0.20 -0.20
C 1.44 -1.22 0.59
C 3.42 -0.30 1.43
N 2.62 -0.36 0.43
H 0.57 -0.72 0.05
H 1.16 -1.42 1.69
H 1.58 -2.30 0.28
H 3.88 0.71 1.60
H 3.84 -1.25 1.94



Record 10
15
Properties=species:S:1:pos:R:3 method="wB97M-V/def2-TZVPD" homo_lumo_gap_ev=10.137 total_energy_ev=-6251.336 smiles="C=N.CCN" lumo_energy_ha=0.0327 homo_ev=-9.25
C -3.27 0.02 -0.38
N -2.43 0.90 -0.02
H -3.30 -0.57 -1.30
H -4.08 -0.29 0.31
H -2.27 0.72 0.98
C 1.96 -1.50 -0.01
C 1.91 -0.02 -0.41
N 1.50 0.78 0.75
H 2.93 -1.87 0.34
H 1.92 -2.05 -0.95
H 1.23 -1.78 0.74
H 1.38 0.09 -1.36
H 2.96 0.25 -0.63
H 0.58 0.48 1.01
H 1.46 1.75 0.44



Record 11
16
Properties=species:S:1:pos:R:3 method="wB97M-V/def2-TZVPD" homo_lumo_gap_ev="2.411 / 9.063" multiplicity=2 total_energy_ev=-8298.535 lumo_energy_ha="0.1309 / 0.1295" total_charge=-1 homo_ev="1.15 / -5.54"
C -2.17 -0.57 0.17
O -1.79 -1.08 -1.10
C -3.53 -1.12 0.58
H -1.41 -0.90 0.89
H -2.28 0.50 0.02
H -4.08 -1.36 -0.33
H -3.39 -1.94 1.28
H -4.17 -0.33 0.96
N 3.40 1.57 -0.91
C 3.14 0.60 0.01
N 3.42 0.41 1.24
H 3.75 1.35 -1.84
H 3.72 2.49 -0.60
H 2.68 -0.31 -0.37
H -1.30 -0.46 -1.64
H 4.00 1.16 1.64



Record 12
16
Properties=species:S:1:pos:R:3 method="wB97M-V/def2-TZVPD" homo_lumo_gap_ev="5.634 / 7.293" multiplicity=2 total_energy_ev=-8298.370 lumo_energy_ha="0.1483 / 0.1443" total_charge=-1 homo_ev="-1.60 / -3.37"
C 2.13 -1.23 -0.12
C 1.03 0.28 1.42
N 0.96 -0.49 0.32
H 3.02 -0.76 0.29
H 2.07 -2.26 0.30
H 2.14 -1.33 -1.21
H 1.76 0.22 2.21
H 0.28 1.06 1.48
H 0.15 -0.39 -0.42
N -1.26 0.05 -1.10
C -2.24 1.17 -0.09
O -3.29 1.56 -0.67
H -1.22 0.50 -2.01
H -1.84 -0.78 -1.23
H -1.47 1.96 0.08
H -2.22 0.45 0.76